1.
C4H12O10P2S2Tl as an isolated structure. Source: the OMol25 dataset; level of theory: ωB97M-V with the def2-TZVPD basis set.

Output
multiplicity: 2
net charge: -2
Kohn-Sham gap (spin up / spin down): 4.77 / 3.92 eV
highest occupied orbital energy (spin up / spin down): -1.3 / -0.5 eV

The geometry in XYZ format:
```
31
Properties=species:S:1:pos:R:3:forces:R:3
Tl -15.5219 -2.8336 0.1106 -0.6 -0.3 0.8
S -16.4928 -0.5726 -2.8262 0.7 0.1 3.9
S -12.3748 -0.1982 -1.7840 -1.6 -2.4 1.6
P -16.5197 -4.6454 -2.3726 -0.1 -1.6 -0.6
P -18.1459 -3.6975 1.9864 -1.9 1.3 3.1
O -17.2453 -5.6510 -3.2699 1.4 1.0 0.4
O -15.1916 -3.9731 -2.6977 -0.5 -0.5 -0.5
O -16.2609 -5.2845 -0.9458 0.0 0.1 -0.4
O -16.1331 -0.5353 -1.2872 -1.4 0.1 -3.7
O -17.5385 -3.5779 -1.9102 -0.6 1.1 0.4
O -13.4826 -1.0085 -1.0777 2.2 1.9 -1.2
O -18.8961 -4.0515 3.3230 0.9 0.5 -2.0
O -17.1723 -4.6899 1.5016 2.2 -2.4 -0.7
O -17.4438 -2.3433 1.9370 0.8 1.0 0.2
O -19.2797 -3.4739 0.9593 -1.8 -0.1 -0.7
C -12.3375 -0.9382 -3.4660 0.7 0.0 1.2
C -15.8327 1.0373 -3.4352 -0.6 0.5 -0.5
C -18.3086 -0.2525 -3.0086 -0.7 0.5 -0.2
C -10.8179 -1.0657 -1.1626 -0.8 0.1 0.2
H -18.6107 -0.1691 -4.0526 0.6 0.3 -0.4
H -12.4578 -1.9528 -3.0861 0.0 -0.4 -0.9
H -9.9965 -0.3511 -1.1109 0.2 -0.3 -0.3
H -14.8022 1.0901 -3.7863 0.1 -1.1 0.0
H -15.8310 1.8611 -2.7215 -0.8 -0.3 0.4
H -10.6374 -2.0424 -1.6116 0.2 0.4 -1.0
H -16.4705 1.2700 -4.2880 0.0 0.3 -0.1
H -11.0448 -1.4359 -0.1628 -0.4 0.8 0.3
H -18.7046 0.6098 -2.4723 0.7 0.4 0.1
H -13.1063 -0.6673 -4.1896 0.0 0.2 0.5
H -19.0039 -1.0262 -2.6829 1.0 -0.8 0.5
H -11.3291 -0.6907 -3.7975 0.0 -0.4 -0.5
```
Forces are in eV/Å.

=====

2.
C4H12O14P3S2Tl as an isolated structure. Source: the OMol25 dataset; level of theory: ωB97M-V with the def2-TZVPD basis set.

Output
ΔE to the lowest compared entry with this formula, charge and spin: 87.3 kcal/mol
net charge: -6
Kohn-Sham gap: 1.72 eV
highest occupied orbital energy: 8.3 eV

The geometry in XYZ format:
```
36
Properties=species:S:1:pos:R:3:forces:R:3
Tl 13.6690 -3.7980 14.1890 -0.1 0.5 0.2
S 12.5415 -7.3803 13.1088 3.2 0.6 1.3
S 17.7168 -4.9105 13.0314 -1.8 1.4 -1.6
P 14.5234 -4.0590 17.1906 -2.4 0.3 2.2
P 9.8498 -3.7134 15.4519 1.7 0.4 1.4
P 12.9768 -1.0388 12.3620 0.9 -1.1 1.1
O 12.0917 0.0981 11.7511 2.8 -0.7 -0.5
O 12.7693 -1.0003 13.9125 0.0 0.2 0.6
O 15.6878 -3.9820 16.2409 1.2 0.3 1.0
O 14.4929 -4.1927 18.7393 2.0 0.3 -0.6
O 14.5316 -1.5561 12.2710 -3.0 2.8 -1.3
O 9.1129 -4.3142 16.6563 -0.8 -0.9 -1.0
O 11.2065 -4.4515 15.1113 -2.0 -0.1 -0.3
O 9.0614 -3.1840 14.2650 -1.0 -1.1 -0.6
O 10.4228 -2.3696 15.9849 1.1 1.1 0.3
O 13.6737 -5.2569 16.7284 -0.9 -0.4 -0.9
O 13.5822 -2.8324 16.8715 0.3 -0.4 -0.4
O 16.2372 -4.7220 13.4217 3.5 -1.2 -0.8
O 13.7715 -6.6314 13.7309 -2.9 -2.5 -1.9
O 12.2339 -2.3822 12.2361 -0.9 -0.8 -0.7
C 17.8616 -3.9972 11.3720 0.2 -1.1 -0.3
C 18.1358 -6.5691 12.2726 -0.9 0.7 -0.2
C 13.1052 -8.3184 11.5521 0.0 0.4 0.6
C 11.6258 -6.1856 12.2140 -1.1 1.0 -0.7
H 18.8312 -4.2541 10.9454 0.1 0.3 0.1
H 10.8258 -5.7866 12.8376 0.5 0.4 0.6
H 17.6207 -2.9396 11.2645 0.5 0.1 1.2
H 11.0742 -6.5710 11.3566 0.3 -0.6 -0.2
H 17.1572 -4.3839 10.6356 -0.5 -0.8 0.4
H 17.7178 -6.7039 11.2750 -0.3 0.4 -0.2
H 13.6006 -9.2610 11.7852 0.2 0.2 0.4
H 19.2104 -6.6797 12.1278 -0.3 0.0 0.6
H 13.7802 -7.6443 11.0247 0.0 0.0 -0.1
H 17.6033 -7.2931 12.8894 0.5 -0.1 0.2
H 12.2776 -5.3824 11.8701 0.1 0.1 0.2
H 12.2250 -8.5639 10.9578 -0.1 0.2 0.0
```
Forces are in eV/Å.

=====

3.
A 2-piece molecular cluster, C4H12O2 overall. Source: the OMol25 dataset; level of theory: ωB97M-V with the def2-TZVPD basis set.

Output
multiplicity: 2
ΔE to the lowest compared entry with this formula, charge and spin: 0.0 kcal/mol
net charge: -1
Kohn-Sham gap (spin up / spin down): 2.20 / 10.80 eV
highest occupied orbital energy (spin up / spin down): 1.2 / -7.3 eV

The geometry in XYZ format:
```
18
Properties=species:S:1:pos:R:3:forces:R:3
O 1.6292 4.7423 -3.8318 0.2 -0.3 -0.2
O 0.0468 -1.5421 2.3392 -0.3 0.3 0.2
C -0.1439 -0.5187 0.1341 -0.4 0.1 0.1
C -0.6320 0.9103 0.3235 0.3 0.1 0.7
C -0.5902 -2.9335 0.5516 -0.1 -0.5 -0.1
C -0.7124 -1.5466 1.1233 0.6 0.3 -0.4
H -1.3549 -3.0936 -0.2053 -0.1 0.0 -0.1
H -0.6914 -3.7035 1.3179 -0.1 0.1 0.1
H -0.3119 -0.8371 -0.8925 -0.2 -0.1 -0.1
H 1.3152 3.8277 -3.6753 -0.1 0.2 0.2
H -0.1846 1.5814 -0.4028 0.1 0.1 -0.2
H -1.7120 1.0580 0.2891 -0.1 -0.3 -0.2
H 0.3694 -3.0875 0.0602 0.2 0.2 0.1
H 0.9300 -0.5402 0.2815 0.3 0.0 -0.1
H -1.7517 -1.2939 1.3412 -0.2 -0.1 0.1
H -0.3061 1.2757 1.3118 -0.1 0.0 -0.2
H 2.4666 4.5704 -4.2922 -0.1 0.1 0.1
H -0.0462 -0.6550 2.7148 0.2 -0.1 0.0
```
Forces are in eV/Å.

=====

4.
A 2-piece molecular cluster, C4H12O2 overall. Source: the OMol25 dataset; level of theory: ωB97M-V with the def2-TZVPD basis set.

Output
ΔE to the lowest compared entry with this formula, charge and spin: 47.3 kcal/mol
structure (SMILES): CCO.CCO
Kohn-Sham gap: 11.09 eV
highest occupied orbital energy: -10.2 eV

The geometry in XYZ format:
```
18
Properties=species:S:1:pos:R:3:forces:R:3
O -0.0613 0.4496 2.5007 0.0 0.2 0.3
O -0.4409 2.3512 -1.2417 -2.0 0.4 -0.2
C -0.2288 -1.5896 1.1644 -0.6 -1.2 1.0
C 0.4218 -0.8721 2.3833 2.5 -1.1 -1.3
C 0.0863 0.4064 -2.5194 -1.0 -0.4 -0.3
C 0.1020 1.0249 -1.1470 -1.0 1.1 1.4
H 0.3699 -2.4512 0.7772 0.3 1.4 -0.4
H 1.6514 -0.9329 2.2983 -3.0 0.4 0.2
H -1.1023 -2.2660 1.4950 0.5 1.8 -0.4
H 0.6320 -0.5586 -2.5089 -0.4 0.5 -0.5
H 0.1471 -1.4805 3.2460 0.1 0.8 0.4
H -0.9855 0.3121 -2.8823 1.0 -0.5 0.7
H -1.3995 2.3679 -1.5268 1.6 -0.4 0.5
H 0.4506 1.1373 -3.2481 0.7 -0.3 0.2
H 0.2324 1.0495 1.7885 0.0 -0.8 0.4
H 1.0954 1.3584 -0.7793 -0.1 -1.3 -0.2
H -0.4706 0.4129 -0.3118 1.3 1.6 -2.2
H -0.4999 -0.7193 0.5119 0.0 -2.2 0.3
```
Forces are in eV/Å.

=====

5.
A 2-piece molecular cluster, C4H12O2 overall. Source: the OMol25 dataset; level of theory: ωB97M-V with the def2-TZVPD basis set.

Output
ΔE to the lowest compared entry with this formula, charge and spin: 32.3 kcal/mol
structure (SMILES): CCO.CCO
Kohn-Sham gap: 10.21 eV
highest occupied orbital energy: -9.4 eV

The geometry in XYZ format:
```
18
Properties=species:S:1:pos:R:3:forces:R:3
O -7.4258 8.7074 8.5300 -0.5 -1.0 -1.7
O -6.6555 11.2039 9.0193 0.6 1.1 1.4
C -6.6936 8.1804 9.5905 0.7 -0.5 1.8
C -7.1814 13.1212 7.4613 -0.1 -0.5 0.2
C -7.0276 9.0097 10.8642 1.3 0.2 -0.2
C -7.2951 11.6327 7.8317 -0.1 -1.6 0.0
H -8.3633 11.3685 7.9524 0.2 0.3 -0.5
H -7.5289 13.1985 6.4173 0.1 0.1 0.4
H -6.3140 9.8392 10.7251 -0.5 0.0 1.1
H -6.7840 8.4903 11.8063 0.0 0.1 -0.5
H -7.8665 13.6994 8.1039 0.3 -0.1 -0.3
H -6.9297 8.4213 7.7348 -0.8 0.4 0.4
H -6.8451 10.9033 7.1310 -0.5 1.0 -0.9
H -8.0440 9.4301 10.9468 0.3 -0.5 -0.4
H -6.1744 13.5659 7.5308 -0.3 -0.5 0.0
H -6.8812 10.2709 9.2165 -0.2 1.4 -1.1
H -6.8108 7.1006 9.8043 -0.3 0.3 -0.6
H -5.6429 8.3513 9.2868 -0.1 -0.3 0.8
```
Forces are in eV/Å.

=====

6.
A 2-piece molecular cluster, C4H12O2 overall. Source: the OMol25 dataset; level of theory: ωB97M-V with the def2-TZVPD basis set.

Output
ΔE to the lowest compared entry with this formula, charge and spin: 12.9 kcal/mol
structure (SMILES): CCO.CCO
Kohn-Sham gap: 10.94 eV
highest occupied orbital energy: -10.0 eV

The geometry in XYZ format:
```
18
Properties=species:S:1:pos:R:3:forces:R:3
O 0.4599 0.6087 0.7681 -0.1 -0.2 -0.2
O 0.0391 -2.3450 -0.4054 0.3 0.5 0.2
C -2.1014 -1.2258 -0.5958 0.3 0.2 0.8
C -1.3545 -2.5396 -0.6581 0.6 0.1 0.0
C 1.6635 1.3441 0.9565 0.0 0.3 -0.1
C 1.6249 2.6996 0.2400 0.1 -0.7 0.3
H 1.7400 1.4559 2.0374 0.2 0.1 0.0
H 2.5297 0.7792 0.5882 -0.1 -0.1 0.2
H -2.1541 -0.8731 0.4446 -0.1 -0.2 -0.1
H -3.1196 -1.2556 -0.9844 0.2 0.0 -0.2
H -1.4573 -0.4927 -1.0768 -0.4 0.2 -0.6
H 0.6587 3.1740 0.4113 0.1 0.2 0.0
H 1.7765 2.5193 -0.8275 -0.1 0.2 0.0
H 2.4434 3.3245 0.6029 -0.1 0.1 -0.1
H 0.1850 -1.6108 0.2292 -0.3 -0.6 -0.4
H 0.1943 0.6870 -0.1545 0.0 0.0 0.0
H -1.4118 -3.0010 -1.6496 -0.1 0.1 0.1
H -1.7163 -3.2486 0.0737 -0.4 -0.3 0.2
```
Forces are in eV/Å.

=====

7.
C4H12O2S2Sn as an isolated structure. Source: the OMol25 dataset; level of theory: ωB97M-V with the def2-TZVPD basis set.

Output
multiplicity: 2
net charge: +1
Kohn-Sham gap (spin up / spin down): 6.09 / 7.96 eV
highest occupied orbital energy (spin up / spin down): -10.9 / -12.6 eV

The geometry in XYZ format:
```
21
Properties=species:S:1:pos:R:3:forces:R:3
Sn 0.6306 -0.2982 -2.2541 0.1 0.1 0.8
S 1.0754 -2.8151 1.0221 1.0 -0.5 -1.9
S -0.8661 3.5547 -1.9427 -0.4 0.6 1.2
O 1.4205 -2.5586 -0.5171 -0.8 0.0 2.3
O -0.0016 2.4381 -1.4113 0.5 -0.8 -0.3
C -1.0384 4.7365 -0.4912 -0.3 -0.3 -1.1
C -2.5101 2.9112 -1.7435 -1.1 -0.1 0.5
C 2.7841 -3.0303 1.8518 -1.6 0.1 -1.0
C 0.4257 -4.5517 1.2474 0.4 1.3 -0.3
H 2.6783 -3.3098 2.9000 -0.2 0.2 -0.1
H -0.0449 5.1249 -0.2672 -0.1 -0.3 0.3
H 3.1563 -2.0157 1.7096 0.4 -0.3 0.2
H 0.4544 -4.5739 2.3368 0.4 -0.8 0.0
H -0.6167 -4.7053 0.9684 0.1 0.6 -0.3
H 1.0519 -5.2176 0.6537 0.2 -0.1 0.6
H -1.5911 4.2060 0.2842 0.7 -0.2 0.3
H -3.2499 3.7118 -1.7475 0.1 0.1 -0.5
H 3.3324 -3.8026 1.3122 0.0 0.3 -0.1
H -2.8046 2.1199 -2.4327 0.4 0.3 -0.3
H -2.5962 2.5022 -0.7368 0.4 -0.2 0.1
H -1.6900 5.5735 -0.7420 0.1 0.0 -0.5
```
Forces are in eV/Å.

=====

8.
A 2-piece molecular cluster, C4H12O2SSi overall. Source: the OMol25 dataset; level of theory: ωB97M-V with the def2-TZVPD basis set.

Output
ΔE to the lowest compared entry with this formula, charge and spin: 149.3 kcal/mol
Kohn-Sham gap (spin up / spin down): 6.81 / 7.46 eV
highest occupied orbital energy (spin up / spin down): -6.5 / -7.4 eV

The geometry in XYZ format:
```
20
Properties=species:S:1:pos:R:3:forces:R:3
S 0.6613 3.8927 -2.5024 -1.2 0.1 -0.6
Si 0.0675 1.2102 0.7422 -1.1 -0.5 -1.2
O -0.3894 -1.0018 1.9848 -0.5 -0.2 0.1
O 0.7970 -1.4138 -0.0784 0.3 0.7 3.2
C -0.2807 -2.2516 2.7302 5.3 0.6 -4.8
C -0.3342 -1.3679 -0.8866 2.8 -0.6 -1.2
C 0.6433 -0.6038 1.1426 1.8 0.7 -0.5
C 0.1616 2.2470 -2.4301 0.5 -2.3 -0.3
H -1.2377 -1.5385 -0.4640 -2.7 -0.7 1.6
H -1.3519 1.2622 0.2424 0.6 0.1 0.5
H -0.4612 4.2853 -3.1667 0.5 0.3 0.4
H 0.7028 2.4870 0.9644 0.5 0.2 0.3
H 0.8029 -2.1515 3.1124 -1.7 -1.0 0.0
H -0.3772 -3.0739 1.9477 0.1 0.6 1.5
H -0.9946 -2.2169 3.4224 -2.7 -0.1 2.8
H -0.3180 -0.5089 -1.4526 -0.4 2.7 -0.9
H 1.7272 -0.5578 1.6262 -2.1 -0.6 -0.7
H -0.7835 1.8097 -2.8986 1.4 1.1 0.8
H -0.0784 -2.0565 -1.6352 -0.3 -1.7 -1.0
H 1.0433 1.5488 -2.4010 -1.2 0.7 0.0
```
Forces are in eV/Å.

=====

Record order is preserved below.
Electronic energy: -2563.51180; -3204.79869; -310.02848; -309.99762; -310.02147; -310.05231; -1320.39890; -997.52074 hartree